Here is C10H40F2FeN21O14S2 as an isolated structure at a distorted geometry from the OMol25 dataset. Energies are from ωB97M-V/def2-TZVPD.

Summary:
E = -4867.7430 a.u.
Orbital gap (spin up / spin down) = 0.1769 / 0.1132 hartree
LUMO energy (spin up / spin down) = -2.507 / -7.911 eV
Largest force on an atom = 7.94 eV/A
Energy relative to the best compared isomer or geometry (same formula, charge and spin) = 1.887 eV

Geometry as ORCA input:
```
! wB97M-V def2-TZVPD RIJCOSX def2/J DEFGRID3
* xyz 1 9
Fe -25.93 37.06 -28.13
N -26.95 38.47 -29.05
S -28.05 39.58 -28.97
O -29.31 39.50 -29.82
O -27.59 40.94 -28.70
F -28.60 39.14 -27.52
S -26.78 38.74 -30.76
O -26.12 39.90 -31.24
O -27.90 38.35 -31.65
F -25.76 37.58 -31.06
C -25.31 34.62 -32.46
O -24.84 33.95 -31.58
N -24.57 34.98 -33.53
N -26.44 35.20 -32.50
H -24.90 35.79 -34.03
H -23.60 34.68 -33.50
H -26.80 35.25 -31.56
H -26.78 35.52 -33.40
C -24.19 42.13 -26.69
O -24.04 41.57 -25.66
N -25.22 41.94 -27.42
N -23.38 43.01 -27.20
H -25.39 42.45 -28.27
H -25.92 41.28 -27.11
H -23.71 43.53 -28.00
H -22.63 43.37 -26.64
C -32.79 39.41 -28.70
O -33.58 39.36 -27.78
N -32.28 40.40 -29.32
N -32.15 38.46 -29.24
H -32.59 41.32 -29.03
H -31.39 40.33 -29.79
H -31.45 38.72 -29.92
H -32.26 37.50 -28.94
C -23.01 36.38 -29.42
O -24.04 36.83 -28.96
N -22.98 35.41 -30.30
N -21.73 36.72 -29.21
H -22.27 35.15 -30.96
H -23.87 35.02 -30.58
H -21.03 36.11 -29.61
H -21.55 37.34 -28.43
C -27.44 36.85 -25.24
O -27.23 37.08 -26.39
N -28.09 37.71 -24.54
N -27.05 35.80 -24.54
H -27.97 37.82 -23.54
H -28.34 38.52 -25.08
H -27.25 35.78 -23.55
H -26.66 34.97 -24.97
C -25.44 43.37 -30.87
O -25.07 42.98 -29.78
N -25.59 44.63 -31.19
N -25.70 42.65 -31.86
H -25.48 45.21 -30.37
H -25.88 44.78 -32.15
H -25.76 41.66 -31.66
H -26.12 42.92 -32.73
C -26.89 39.50 -35.64
O -26.03 38.67 -35.87
N -27.20 40.46 -36.44
N -27.67 39.34 -34.61
H -26.59 40.66 -37.21
H -28.01 41.07 -36.31
H -27.41 38.58 -34.00
H -28.10 40.13 -34.13
C -28.59 35.47 -29.32
O -27.46 35.88 -29.27
N -29.47 36.09 -29.97
N -28.99 34.26 -28.91
H -30.32 35.58 -30.18
H -29.18 36.92 -30.46
H -29.93 33.97 -29.15
H -28.30 33.58 -28.61
C -27.79 41.70 -24.15
O -28.65 41.75 -23.23
N -27.92 41.00 -25.25
N -26.77 42.55 -24.23
H -28.76 40.44 -25.29
H -27.33 41.25 -26.03
H -26.06 42.30 -24.90
H -26.42 42.93 -23.36
C -30.67 43.25 -28.29
O -31.90 43.12 -28.17
N -30.14 43.90 -29.28
N -29.75 43.01 -27.46
H -29.15 44.07 -29.19
H -30.79 44.51 -29.76
H -29.85 42.54 -26.57
H -28.80 43.27 -27.68
*
```

Atom charges from the Mulliken analysis, given in e for atoms 1 to 8: Fe 0.26; N 1.48; S 0.07; O -0.49; O -0.19; F -0.39; S 0.24; O -0.87

Here is a 11-piece molecular cluster, C10H40F2NO14S2 overall at a distorted geometry from the OMol25 dataset. Energies are from ωB97M-V/def2-TZVPD.

Summary:
E = -2508.7946 a.u.
Orbital gap (spin up / spin down) = 0.3067 / 0.0918 hartree
LUMO energy (spin up / spin down) = -1.096 / -6.943 eV
Largest force on an atom = 10.33 eV/A

Geometry as ORCA input:
```
! wB97M-V def2-TZVPD RIJCOSX def2/J DEFGRID3
* xyz 0 2
N 0.69 -0.20 -7.71
S 0.53 -1.65 -8.21
O -0.03 -2.63 -7.31
O 1.52 -2.07 -9.18
F -0.79 -1.46 -9.11
S 1.82 -0.78 -6.54
O 3.03 -1.35 -7.05
O 1.35 -1.29 -5.29
F 2.42 0.68 -6.15
C 6.50 -1.25 -6.64
O 5.75 -1.01 -7.86
H 7.56 -1.47 -6.76
H 6.46 -0.36 -6.02
H 6.12 -2.09 -6.06
H 4.81 -1.15 -7.73
C 0.74 3.06 -6.65
O -0.24 2.19 -7.23
H 1.07 2.87 -5.63
H 1.63 3.04 -7.27
H 0.42 4.10 -6.52
H 0.17 1.33 -7.36
C 4.24 -3.90 -10.70
O 5.15 -3.89 -11.77
H 4.82 -4.10 -9.80
H 3.86 -2.88 -10.64
H 3.47 -4.67 -10.79
H 5.04 -4.76 -12.16
C -4.06 -2.05 -8.67
O -3.79 -0.71 -8.27
H -3.18 -2.41 -9.19
H -4.30 -2.70 -7.82
H -4.90 -2.13 -9.37
H -3.04 -0.73 -7.67
C -1.92 0.18 -5.01
O -1.71 -0.40 -6.33
H -2.81 -0.24 -4.54
H -1.00 0.02 -4.45
H -2.17 1.24 -5.10
H -0.91 0.02 -6.67
C 4.60 2.70 -5.25
O 5.91 3.22 -5.35
H 4.58 1.63 -5.10
H 3.95 3.21 -4.54
H 4.11 2.90 -6.21
H 6.37 3.21 -4.51
C -1.01 -4.89 -9.21
O -2.01 -5.75 -9.71
H -1.44 -4.31 -8.40
H -0.18 -5.47 -8.80
H -0.54 -4.22 -9.93
H -1.70 -6.19 -10.50
C -2.08 -3.72 -5.07
O -2.83 -4.66 -4.30
H -2.41 -3.73 -6.10
H -2.14 -2.69 -4.73
H -1.05 -4.05 -5.21
H -3.75 -4.47 -4.46
C 2.63 -4.81 -7.30
O 1.86 -5.80 -6.67
H 2.03 -4.42 -8.12
H 2.79 -4.01 -6.57
H 3.58 -5.19 -7.68
H 1.84 -6.48 -7.35
C 2.91 0.59 -9.96
O 1.60 1.11 -9.88
H 3.45 1.17 -10.70
H 3.38 0.64 -8.97
H 2.97 -0.47 -10.20
H 1.20 0.73 -9.09
*
```

Atom charges from the Mulliken analysis, given in e for atoms 1 to 8: N -0.73; S 0.68; O 0.01; O -0.38; F -0.43; S 0.69; O -0.40; O -0.55

Here is a 10-piece molecular cluster, C10H40N8O10 overall at a distorted geometry from the OMol25 dataset. Energies are from ωB97M-V/def2-TZVPD.

Summary:
E = -1595.4858 a.u.
Orbital gap = 0.3393 hartree
LUMO energy = -0.124 eV
Structure (SMILES) = NC(N)=O.NC(N)=O.NC(N)=O.NC(N)=O.CO.CO.CO.CO.CO.CO
Largest force on an atom = 5.81 eV/A
Energy relative to the best compared isomer or geometry (same formula, charge and spin) = 0.975 eV

Geometry as ORCA input:
```
! wB97M-V def2-TZVPD RIJCOSX def2/J DEFGRID3
* xyz 0 1
C -3.44 -2.97 -0.13
O -2.80 -4.14 -0.60
H -2.78 -2.46 0.58
H -3.58 -2.24 -0.94
H -4.43 -3.23 0.31
H -2.33 -3.80 -1.39
C -2.04 -0.63 4.39
O -0.80 -0.25 3.81
H -2.80 -0.08 3.75
H -2.23 -1.68 4.17
H -1.97 -0.44 5.50
H -0.09 -0.88 4.07
C -3.46 -0.67 -3.26
O -3.56 -2.09 -3.43
H -4.20 -0.24 -2.61
H -2.51 -0.50 -2.82
H -3.51 -0.17 -4.26
H -4.33 -2.24 -4.00
C 2.64 -0.08 -4.45
O 2.80 -1.09 -3.47
H 3.27 0.77 -4.23
H 2.87 -0.49 -5.42
H 1.61 0.26 -4.46
H 2.63 -1.92 -3.89
C 0.45 -3.54 1.28
O -0.54 -4.53 1.54
H 0.10 -2.51 1.36
H 1.07 -3.77 2.13
H 1.09 -3.72 0.40
H -1.21 -4.48 0.86
C 0.61 3.05 -2.90
O 1.85 3.63 -2.90
H -0.09 3.42 -3.64
H 0.62 1.93 -2.87
H 0.16 3.33 -1.94
H 2.37 3.69 -3.69
C 2.83 -0.31 4.28
O 2.55 -1.07 5.17
N 4.07 -0.32 3.75
N 2.01 0.61 3.77
H 4.46 0.36 3.15
H 4.41 -1.21 3.99
H 1.15 0.66 4.23
H 2.14 0.85 2.82
C -3.06 2.43 0.92
O -3.65 3.22 1.62
N -1.96 2.73 0.24
N -3.50 1.17 0.86
H -1.95 2.32 -0.66
H -1.70 3.70 0.29
H -2.94 0.37 0.61
H -4.10 0.96 1.64
C 3.18 2.09 0.25
O 2.96 1.29 1.14
N 4.08 1.82 -0.82
N 2.54 3.28 0.28
H 4.74 1.10 -0.56
H 4.36 2.60 -1.39
H 2.48 3.82 -0.58
H 1.83 3.26 0.99
C -0.24 -0.08 -0.48
O -1.50 -0.27 -0.60
N 0.18 0.24 0.78
N 0.58 -0.32 -1.50
H 1.13 0.60 0.88
H -0.44 0.15 1.55
H 0.29 -1.01 -2.18
H 1.58 -0.27 -1.30
*
```

Atom charges from the Mulliken analysis, given in e for atoms 1 to 8: C -0.01; O -0.59; H 0.00; H -0.08; H 0.32; H 0.32; C -0.66; O -0.47

Here is a 10-piece molecular cluster, C10H40N8O10 overall at a distorted geometry from the OMol25 dataset. Energies are from ωB97M-V/def2-TZVPD.

Summary:
E = -1595.3212 a.u.
Orbital gap = 0.3217 hartree
LUMO energy = 0.008 eV
Structure (SMILES) = NC(N)=O.NC(N)=O.NC(N)=O.NC(N)=O.CO.CO.CO.CO.CO.CO
Largest force on an atom = 10.03 eV/A
Energy relative to the best compared isomer or geometry (same formula, charge and spin) = 5.454 eV

Geometry as ORCA input:
```
! wB97M-V def2-TZVPD RIJCOSX def2/J DEFGRID3
* xyz 0 1
C -2.51 -2.98 -1.07
O -2.78 -4.08 -1.88
N -2.52 -1.82 -1.61
N -2.41 -3.04 0.20
H -2.81 -1.83 -2.63
H -2.39 -0.95 -1.16
H -2.05 -2.38 0.90
H -2.78 -3.85 0.65
C -3.45 1.33 -1.16
O -2.65 2.39 -1.69
N -2.96 0.56 -0.16
N -4.60 1.00 -1.65
H -2.04 0.76 0.27
H -3.46 -0.30 0.18
H -4.95 1.56 -2.44
H -5.16 0.19 -1.39
C 1.23 2.43 -1.70
O 1.21 1.32 -2.56
N 2.35 2.87 -1.24
N 0.10 3.05 -1.31
H 3.25 2.39 -1.45
H 2.39 3.67 -0.53
H -0.74 2.84 -1.83
H 0.04 3.92 -0.87
C 3.56 -1.50 -1.95
O 3.26 -1.29 -0.61
N 3.28 -0.63 -2.87
N 4.19 -2.53 -2.42
H 2.59 0.11 -2.65
H 3.57 -0.76 -3.82
H 4.35 -3.21 -1.56
H 4.28 -2.79 -3.34
C 0.33 0.02 0.34
O -0.35 1.23 0.55
H 0.26 -0.64 1.17
H 1.37 0.12 0.00
H -0.15 -0.42 -0.52
H -0.16 1.90 -0.20
C 1.03 -3.37 -0.50
O 0.06 -4.37 -0.27
H 1.97 -3.63 -0.99
H 1.31 -2.93 0.44
H 0.67 -2.62 -1.13
H -0.79 -4.00 0.07
C 2.06 2.24 2.26
O 0.97 3.05 2.02
H 2.61 2.70 3.07
H 2.78 2.03 1.48
H 1.70 1.30 2.68
H 0.31 2.59 1.58
C -1.11 -2.00 2.83
O -1.93 -1.20 2.06
H -0.55 -1.49 3.52
H -0.38 -2.53 2.25
H -1.73 -2.83 3.22
H -2.77 -1.19 2.48
C 3.42 -0.87 2.42
O 3.52 -2.18 1.95
H 2.49 -0.75 2.81
H 3.53 -0.15 1.64
H 4.09 -0.80 3.28
H 3.40 -2.05 0.99
C -2.55 4.25 0.67
O -3.94 4.28 0.98
H -2.02 4.79 1.42
H -2.38 4.71 -0.33
H -2.12 3.30 0.67
H -4.34 5.03 0.48
*
```

Atom charges from the Mulliken analysis, given in e for atoms 1 to 8: C 0.41; O -0.81; N -0.11; N -0.40; H 0.26; H 0.10; H 0.50; H 0.28

Here is a 11-piece molecular cluster, C10H40N9O13 overall at a distorted geometry from the OMol25 dataset. Energies are from ωB97M-V/def2-TZVPD.

Summary:
E = -1875.8088 a.u.
Orbital gap = 0.2577 hartree
LUMO energy = 1.968 eV
Largest force on an atom = 7.61 eV/A

Geometry as ORCA input:
```
! wB97M-V def2-TZVPD RIJCOSX def2/J DEFGRID3
* xyz -1 1
N -10.03 -20.51 -2.30
O -9.17 -21.42 -2.19
O -9.67 -19.36 -2.11
O -11.24 -20.76 -2.55
C -17.30 -17.57 -2.38
O -18.75 -17.74 -2.47
H -16.78 -18.52 -2.47
H -17.08 -16.98 -3.28
H -17.03 -17.00 -1.50
H -19.02 -18.20 -1.67
C -11.78 -23.11 3.01
O -13.04 -23.37 3.68
H -11.83 -23.29 1.93
H -11.41 -22.09 3.16
H -11.03 -23.84 3.32
H -12.89 -23.09 4.58
C -3.12 -21.75 0.45
O -4.30 -21.08 0.82
H -2.40 -21.23 1.08
H -3.01 -22.78 0.79
H -2.82 -21.73 -0.60
H -5.05 -21.34 0.28
C -15.68 -21.66 -6.22
O -14.75 -22.62 -5.77
H -16.64 -21.57 -5.72
H -15.27 -20.66 -6.09
H -15.90 -21.75 -7.28
H -14.16 -22.12 -5.21
C -6.06 -19.72 -6.51
O -5.50 -19.97 -5.27
H -6.73 -18.86 -6.51
H -5.16 -19.40 -7.04
H -6.51 -20.53 -7.09
H -6.19 -19.85 -4.61
C -6.51 -26.28 -6.56
O -5.89 -25.67 -7.69
H -5.82 -27.08 -6.28
H -6.61 -25.56 -5.75
H -7.43 -26.77 -6.88
H -5.04 -25.36 -7.36
C -12.35 -16.32 -7.74
O -12.18 -16.74 -8.85
N -11.93 -16.98 -6.70
N -13.07 -15.34 -7.39
H -12.33 -16.57 -5.87
H -11.26 -17.74 -6.78
H -13.20 -15.03 -6.44
H -13.13 -14.63 -8.11
C -9.53 -27.39 -1.12
O -9.72 -28.60 -0.80
N -10.50 -26.82 -1.77
N -8.47 -26.63 -0.95
H -10.44 -25.85 -2.03
H -11.38 -27.31 -1.81
H -8.45 -25.65 -1.17
H -7.69 -27.13 -0.55
C -12.84 -13.84 -0.74
O -13.04 -13.87 -1.91
N -12.11 -14.71 -0.11
N -13.52 -13.12 0.09
H -11.65 -15.43 -0.64
H -12.25 -14.86 0.88
H -13.40 -13.22 1.09
H -14.26 -12.56 -0.31
C -4.48 -15.09 -0.10
O -4.69 -14.24 -1.00
N -3.48 -15.03 0.72
N -5.29 -16.03 0.17
H -3.35 -15.80 1.37
H -2.79 -14.30 0.83
H -4.86 -16.77 0.71
H -6.09 -16.26 -0.40
*
```

Atom charges from the Mulliken analysis, given in e for atoms 1 to 8: N 0.93; O -0.65; O -0.63; O -0.65; C -0.43; O -0.51; H 0.24; H 0.18

Here is a 11-piece molecular cluster, C10H42O15 overall at a distorted geometry from the OMol25 dataset. Energies are from ωB97M-V/def2-TZVPD.

Summary:
E = -1534.7122 a.u.
Orbital gap = 0.3522 hartree
LUMO energy = 0.363 eV
Structure (SMILES) = OCCO.OCCO.OCCO.OCCO.CO.CO.O.O.O.O.O
Largest force on an atom = 2.61 eV/A

Geometry as ORCA input:
```
! wB97M-V def2-TZVPD RIJCOSX def2/J DEFGRID3
* xyz 0 1
C -2.12 -1.72 -2.78
C -2.04 -1.14 -1.42
O -0.76 -0.47 -1.27
O -1.89 -0.59 -3.63
H -3.10 -2.12 -3.00
H -1.43 -2.58 -2.91
H -2.21 -1.71 -0.50
H -2.80 -0.35 -1.36
H -0.59 0.14 -1.98
H -1.39 -0.96 -4.39
C 0.55 -4.40 2.02
C -0.27 -3.17 2.34
O -1.13 -2.84 1.23
O -0.43 -5.40 1.56
H 0.96 -4.71 3.02
H 1.29 -4.25 1.26
H 0.39 -2.32 2.47
H -0.94 -3.34 3.21
H -1.57 -3.68 1.05
H -0.04 -6.22 1.26
C -2.40 3.44 0.04
C -3.48 2.55 -0.46
O -3.36 1.25 0.08
O -1.23 2.75 -0.40
H -2.47 3.51 1.15
H -2.43 4.37 -0.50
H -3.43 2.48 -1.53
H -4.45 2.96 -0.20
H -4.20 0.74 -0.07
H -0.54 2.66 0.30
C 2.55 2.50 -4.02
C 2.50 0.92 -4.10
O 1.46 0.23 -3.45
O 2.57 2.99 -2.67
H 1.74 2.90 -4.72
H 3.49 2.78 -4.42
H 3.46 0.55 -3.61
H 2.45 0.62 -5.12
H 1.68 0.22 -2.51
H 1.64 3.06 -2.35
O 2.97 -2.48 2.88
H 3.71 -2.41 3.52
H 3.45 -2.21 2.06
O -0.13 3.18 -2.98
H -0.39 2.40 -3.46
H -0.72 3.15 -2.23
O 4.55 -1.71 0.48
H 5.23 -1.05 0.53
H 3.78 -1.30 -0.07
O 0.85 2.99 1.86
H 0.50 2.33 2.49
H 0.82 3.86 2.26
O -2.41 -0.39 2.54
H -2.88 0.11 1.83
H -2.14 -1.26 2.16
C 1.46 0.08 0.72
O 1.79 -0.82 -0.28
H 1.02 0.98 0.31
H 0.84 -0.36 1.53
H 2.36 0.38 1.25
H 0.99 -1.06 -0.80
C -0.12 0.63 4.61
O -0.34 1.11 3.32
H 0.32 -0.37 4.58
H 0.57 1.35 5.10
H -1.03 0.58 5.23
H -1.11 0.65 2.94
*
```

Atom charges from the Mulliken analysis, given in e for atoms 1 to 8: C -0.60; C 0.43; O -0.23; O -0.50; H 0.35; H 0.33; H 0.16; H -0.17

Here is C10H4BrClIIrN2OS as an isolated structure at a distorted geometry from the OMol25 dataset. Energies are from ωB97M-V/def2-TZVPD.

Summary:
E = -4402.3571 a.u.
Orbital gap (spin up / spin down) = 0.1803 / 0.1898 hartree
LUMO energy (spin up / spin down) = -7.329 / -7.201 eV
Largest force on an atom = 1.13 eV/A
Energy relative to the best compared isomer or geometry (same formula, charge and spin) = 0.258 eV

Geometry as ORCA input:
```
! wB97M-V def2-TZVPD RIJCOSX def2/J DEFGRID3
* xyz 1 2
Ir -1.18 -2.09 0.01
Cl 3.17 3.19 -0.01
C 2.46 1.64 0.00
C 3.26 0.53 0.01
C 2.71 -0.77 0.01
I 3.92 -2.43 0.03
C 1.33 -0.92 0.01
O 0.71 -2.09 0.01
C 0.51 0.23 0.00
N -0.83 -0.03 0.00
C -1.68 1.00 -0.01
C -1.23 2.32 -0.02
C 0.12 2.59 -0.01
C 1.03 1.52 -0.01
H 4.33 0.65 0.01
H -2.73 0.77 -0.01
H -1.96 3.11 -0.02
H 0.48 3.61 -0.02
S -3.29 -1.77 0.00
C -4.50 -2.95 0.00
N -5.41 -3.67 0.01
Br -1.19 -4.42 0.02
*
```

Atom charges from the Mulliken analysis, given in e for atoms 1 to 8: Ir 0.78; Cl -0.17; C 0.48; C -0.51; C -0.36; I 0.24; C 0.60; O -0.48

Here is C10H4ClHgN2OPS as an isolated structure at a distorted geometry from the OMol25 dataset. Energies are from ωB97M-V/def2-TZVPD.

Summary:
E = -1920.4960 a.u.
Orbital gap = 0.1405 hartree
LUMO energy = -11.866 eV
Largest force on an atom = 2.06 eV/A

Geometry as ORCA input:
```
! wB97M-V def2-TZVPD RIJCOSX def2/J DEFGRID3
* xyz 2 1
C -3.12 0.16 2.00
C -2.18 0.08 1.24
C -1.04 -0.16 0.38
C -1.34 -0.91 -0.85
C -0.33 -1.29 -1.82
N -0.43 -1.97 -2.95
S 1.11 -2.07 -3.55
N 1.92 -1.25 -2.41
C 1.04 -0.88 -1.49
C 1.33 -0.14 -0.26
C 2.69 0.15 -0.03
C 3.85 0.20 0.35
C 0.28 0.25 0.71
P 0.58 1.16 2.31
O -0.68 2.23 2.41
Cl 2.24 2.36 2.21
H -4.10 0.29 2.45
H -2.39 -1.23 -1.04
H 4.88 0.10 0.67
H -0.91 2.54 1.52
Hg -3.42 0.39 -1.85
*
```

Atom charges from the Mulliken analysis, given in e for atoms 1 to 8: C -0.04; C -1.06; C 1.00; C -1.17; C 0.25; N -0.53; S 0.36; N -0.49